No. 1
Computed, not measured: a single C10H15NO2S molecule, with ωB97M-V with the def2-TZVPD basis set.

Atoms and positions in Å:
C 1.7310 1.3082 -0.0972
C 1.5478 -0.2345 0.1166
C 2.8652 -0.8907 -0.4547
C 1.4700 -0.5282 1.5770
C 0.3944 -0.6325 -0.8117
S -0.3992 -2.6106 -0.2532
C -1.6353 -1.8147 0.8126
C -1.8329 -0.4897 0.2219
C -2.8099 0.4680 0.3570
O -4.0894 0.3166 0.8419
C -2.5317 1.5582 -0.4699
C -1.3103 1.3013 -1.0317
O -0.6539 2.0371 -1.9143
N -0.8612 0.0328 -0.5665
H 2.7148 1.6266 0.4314
H 0.8592 1.7541 0.3542
H 1.6337 1.6921 -1.1010
H 2.7154 -2.0410 -0.7286
H 3.0258 -0.5154 -1.5188
H 3.6837 -0.7324 0.1486
H 2.1705 0.0845 2.1719
H 1.6124 -1.6580 1.7750
H 0.5222 -0.1582 1.7769
H 0.6516 -0.6161 -1.8365
H -1.2920 -1.7852 1.8633
H -2.5256 -2.4630 0.6087
H -4.6317 1.0251 0.4739
H -3.1831 2.3842 -0.5473
H 0.1585 1.5813 -2.1995

Atoms 1-3, force components in eV/Å:
0.82 -0.38 1.80
2.99 0.27 -2.69
-3.30 -2.17 -3.97

The orbital gap is 0.2813 hartree. The value obtained for the HOMO energy is -7.31 eV. As for the structure (SMILES): CC(C)(C)[C@H]1SCc2c(O)cc(O)n21.



No. 2
Computed, not measured: C26H25BCo2O8S as an isolated structure, with ωB97M-V with the def2-TZVPD basis set.

Atoms and positions in Å:
C -1.5215 4.3369 3.6484
C -0.7700 4.0007 2.3938
C -0.7562 4.6838 1.1913
C 0.0340 4.1381 0.1006
C 0.9710 3.1042 0.4074
B -1.6745 -1.1121 0.9008
C -2.7816 -0.5089 -0.0262
C -4.1414 -0.5812 0.3290
C -5.1499 -0.4374 -0.6340
C -4.8337 -0.0961 -1.9611
C -3.5101 0.2890 -2.2368
C -2.5065 0.1012 -1.2723
O -0.3558 -1.2538 0.3660
C 0.1820 -2.2449 1.2684
C -0.4088 -3.5395 0.6621
C 1.6793 -2.2244 1.2504
C -0.4585 -1.7616 2.6477
C -0.8264 -2.8374 3.6546
C 0.3733 -0.7252 3.3865
O -1.7359 -1.1658 2.2782
S 0.6420 3.0649 2.3654
H -1.3052 5.3566 3.8650
H -2.5986 4.2476 3.6657
H -1.1648 3.7149 4.4326
H -1.5210 5.4778 1.1404
H -0.0384 4.4340 -0.9366
H -4.3876 -0.7075 1.3817
H -6.1932 -0.5434 -0.3511
H -5.6071 -0.0408 -2.7437
H -3.2647 0.7585 -3.1912
H -1.4961 0.4835 -1.4456
H -0.1275 -4.4300 1.2220
H -1.5056 -3.4934 0.5481
H -0.0372 -3.6608 -0.3583
H 2.0805 -2.9115 1.9948
H 2.0885 -2.5226 0.2993
H 2.1033 -1.2420 1.4453
H 0.0748 -3.3919 3.9468
H -1.2344 -2.3600 4.5639
H -1.5883 -3.5312 3.2656
H 1.2456 -1.2156 3.8205
H 0.7178 0.0840 2.7405
H -0.1854 -0.2619 4.2093
O 5.8565 2.3026 -2.7072
C 5.0711 1.4892 -2.9326
Co 3.8640 0.3153 -3.4747
C 2.8580 1.4834 -4.3584
O 2.2006 2.2161 -4.9396
C 5.0134 -0.2914 -4.6798
O 5.7258 -0.5775 -5.5248
C 2.9318 0.1885 -1.3807
C 1.8302 0.8595 -1.1003
C 1.0451 1.7540 -0.0215
Co 1.6856 -0.7734 -2.2534
C 0.1765 -0.6933 -3.1873
O -0.7587 -0.6831 -3.8742
C 1.8153 -2.6405 -2.1722
O 1.8781 -3.7944 -2.3131
C 2.5890 -1.1902 -4.0451
O 2.4489 -1.8447 -4.9806
H 3.8712 -0.0606 -0.8651
H 0.0517 1.3727 -0.2445
H 1.3395 1.0931 0.8199

Atoms 1-3, force components in eV/Å:
0.41 -0.11 -0.56
1.49 1.06 -1.61
-1.60 -0.07 -0.62

The orbital gap is 0.2749 hartree. The value obtained for the HOMO energy is -8.15 eV.



No. 3
Computed, not measured: a 2-piece molecular cluster, C3H10N4 overall, with ωB97M-V with the def2-TZVPD basis set.

Atoms and positions in Å:
H -2.2715 1.5470 -0.7744
N -2.0332 1.3457 0.1982
C -1.3246 0.2741 0.3243
N -1.1475 -0.7417 -0.6050
C -2.0598 -1.3335 -1.2275
H -1.1025 -0.0499 1.3373
H -1.7856 -2.0363 -2.0050
H -3.1313 -1.2018 -1.0254
C 2.0703 -0.7004 0.7795
N 2.1168 0.6434 0.2236
N 0.6432 1.2224 0.1748
H 3.0660 -1.1401 0.7054
H 1.3491 -1.3539 0.2757
H 1.7920 -0.6278 1.8313
H 2.3860 0.5669 -0.7575
H 0.7782 1.6557 1.0933
H 0.6544 1.9303 -0.5488

Atoms 1-3, force components in eV/Å:
0.00 -0.28 0.02
0.46 -0.47 0.05
-2.86 0.41 0.46

The orbital gap is 0.3455 hartree. The value obtained for the HOMO energy is -8.42 eV. As for the structure (SMILES): [H]/N=C\N=C.CNN.



No. 4
Computed, not measured: a 8-piece molecular cluster, C31H63BBr2NO8 overall, with ωB97M-V with the def2-TZVPD basis set.

Atoms and positions in Å:
C -2.5811 1.3984 -1.1000
C -2.5471 0.1876 -2.0353
C -1.1142 -0.2722 -2.2210
N -0.9991 -1.5401 -2.9393
B -1.3674 -2.7691 -2.0611
C 0.0059 -3.4889 -1.4772
C -0.2068 -4.6907 -0.5459
C -0.9782 -4.3628 0.7303
C -0.0788 -3.9576 1.8864
O -0.8003 -3.2269 2.8942
C -2.1943 -3.9065 -2.9067
Br -1.3015 -4.4327 -4.5463
C -3.3592 -4.5139 -2.6343
C -4.0745 -5.5849 -3.4121
Br -4.3733 -4.0453 -1.0701
H -3.6003 1.7603 -1.0107
H -2.2680 1.1098 -0.0954
H -1.9285 2.1863 -1.4766
H -2.9173 0.5331 -3.0021
H -3.2027 -0.5881 -1.6503
H -0.5683 -0.2761 -1.2645
H -0.6277 0.4977 -2.8238
H -0.0163 -1.6050 -3.1833
H -2.0123 -2.3733 -1.1120
H 0.6695 -2.7662 -0.9905
H 0.5518 -3.8726 -2.3488
H 0.7718 -5.0914 -0.2512
H -0.7226 -5.4834 -1.0864
H -1.5196 -5.2636 1.0404
H -1.7260 -3.5858 0.5898
H 0.6719 -3.2656 1.5033
H 0.3694 -4.8186 2.3817
H -1.7397 -3.3189 2.7323
H -5.0043 -5.1741 -3.8033
H -4.3298 -6.3913 -2.7233
H -3.4417 -5.9919 -4.1870
C -7.6278 2.2691 0.7070
C -6.3023 1.7167 1.1823
O -5.4272 1.4213 0.4085
C -6.1275 1.5510 2.6747
H -7.6215 2.3360 -0.3784
H -8.4410 1.6120 1.0197
H -7.7918 3.2635 1.1262
H -6.8805 0.8652 3.0665
H -6.2304 2.5162 3.1741
H -5.1388 1.1473 2.8790
C 2.1700 2.8310 -3.3815
C 2.5426 1.3789 -3.1632
O 1.8283 0.6411 -2.5314
C 3.8429 0.9133 -3.7710
H 1.2181 3.0417 -2.8966
H 2.9390 3.4812 -2.9582
H 2.0787 3.0351 -4.4503
H 4.6687 1.4881 -3.3539
H 3.8157 1.0408 -4.8557
H 3.9906 -0.1395 -3.5407
C 6.7812 3.3073 -0.1822
C 6.9359 1.9984 -0.9188
O 6.2113 1.7005 -1.8375
C 8.0363 1.0766 -0.4510
H 5.9581 3.8712 -0.6145
H 6.5705 3.1203 0.8718
H 7.6982 3.8932 -0.2640
H 7.8749 0.8019 0.5924
H 9.0040 1.5723 -0.5438
H 8.0368 0.1759 -1.0600
C -1.8376 5.7975 0.2261
C -0.6729 5.0515 -0.3775
O -0.5459 4.9413 -1.5746
C 0.3248 4.4441 0.5768
H -2.4758 6.1748 -0.5696
H -2.4187 5.1272 0.8610
H -1.4760 6.6369 0.8228
H -0.1718 3.7202 1.2244
H 0.7798 5.2247 1.1898
H 1.1018 3.9354 0.0108
C 0.6484 7.5470 -6.4423
C 0.5567 7.6789 -4.9385
O 0.7492 8.7407 -4.3906
C 0.2164 6.4307 -4.1666
H 0.8985 8.5120 -6.8780
H 1.4212 6.8237 -6.7067
H -0.3069 7.2088 -6.8460
H 0.9731 5.6642 -4.3426
H -0.7557 6.0477 -4.4796
H 0.1795 6.6505 -3.1062
C -2.3173 -3.6144 7.0266
C -1.3229 -2.4832 6.8915
O -1.5602 -1.3860 7.3488
C -0.0464 -2.8024 6.1673
H -3.1961 -3.2647 7.5652
H -2.6173 -3.9641 6.0378
H -1.8668 -4.4433 7.5748
H -0.2616 -3.1220 5.1456
H 0.4892 -3.5920 6.6879
H 0.5783 -1.9114 6.1334
C 3.7104 -4.8620 3.8298
C 3.2939 -4.9848 5.2751
O 2.1482 -4.8148 5.6161
C 4.3753 -5.3276 6.2744
H 2.8435 -4.6122 3.2222
H 4.4594 -4.0758 3.7217
H 4.1319 -5.8059 3.4800
H 5.1508 -4.5601 6.2642
H 4.8237 -6.2903 6.0240
H 3.9434 -5.3842 7.2711

Atoms 1-3, force components in eV/Å:
-0.30 -0.36 0.01
0.28 0.74 0.24
-0.06 -0.32 -0.61

The orbital gap is 0.2100 hartree. Its net charge is -1. The value obtained for the HOMO energy is -3.76 eV.



No. 5
Computed, not measured: a 2-piece molecular cluster, C2H5IS2 overall, with ωB97M-V with the def2-TZVPD basis set.

Atoms and positions in Å:
C -0.0642 -1.2470 -0.2130
C 0.1290 0.1865 0.2113
S -0.9862 1.2706 -1.7131
S 1.8572 0.4937 0.3775
I 2.1061 2.0116 2.2081
H 0.4781 -1.4821 -1.2045
H 0.3349 -1.9227 0.6100
H -1.2760 -1.3346 -0.4157
H -0.5356 0.7217 0.8711
H -2.0433 1.3023 -0.7318

Atoms 1-3, force components in eV/Å:
-2.36 -0.63 -0.74
0.26 0.81 -2.38
-0.33 -0.82 3.50

The orbital gap (spin up / spin down) is 0.2763 / 0.2763 hartree. The value obtained for the HOMO energy (spin up / spin down) is -8.69 / -8.69 eV.



No. 6
Computed, not measured: a single C3H4O2 molecule, with ωB97M-V with the def2-TZVPD basis set.

Atoms and positions in Å:
O 1.6132 -0.7449 -1.5318
C 0.8609 -0.7402 -0.5851
C 0.2159 0.4291 -0.0167
C -1.1034 0.2605 0.6839
O -1.5392 1.0721 1.4491
H 0.4247 -1.6482 -0.1903
H 1.0866 0.9207 0.5281
H 0.0665 1.0675 -0.8319
H -1.6253 -0.6165 0.4948

Atoms 1-3, force components in eV/Å:
0.02 0.08 0.80
-0.60 -1.17 -1.71
1.81 1.20 1.29

The orbital gap is 0.3971 hartree. The value obtained for the HOMO energy is -10.20 eV. As for the structure (SMILES): O=CCC=O.